ORCA calculation (ωB97M-V/def2-TZVPD) on a 2-piece molecular cluster, C10H10F3N2O4PS overall.

Last column: Löwdin charge in e.
Positions of all 31 atoms, in Å:
1 O 0.597 1.445 -0.582  -0.521
2 P 0.991 -0.049 -0.396  0.738
3 C -0.578 -0.954 0.207  -0.246
4 C -0.440 -1.692 1.590  -0.094
5 C -1.596 -2.511 2.230  -0.053
6 C -2.947 -2.529 1.410  -0.299
7 N -4.134 -3.265 1.847  -0.327
8 S -5.223 -2.915 0.577  0.745
9 N -4.423 -1.907 -0.573  -0.297
10 C -3.097 -1.773 0.014  -0.248
11 C -1.910 -0.975 -0.627  -0.109
12 C -2.035 -0.256 -2.039  -0.154
13 O -3.165 0.653 -2.170  -0.007
14 C -2.853 1.961 -1.760  -0.458
15 F -2.710 2.101 -0.348  0.090
16 F -1.771 2.555 -2.435  0.097
17 F -4.004 2.761 -2.088  0.044
18 H 1.217 -0.557 -1.739  0.000
19 H 2.124 -0.255 0.467  -0.004
20 H 0.533 -1.652 2.203  0.087
21 H -1.501 -3.068 3.220  0.075
22 H -1.020 0.198 -2.289  0.103
23 H -2.212 -1.094 -2.816  0.139
24 O 6.027 3.187 0.822  -0.317
25 C 5.258 2.228 1.343  -0.495
26 C 4.780 1.219 0.181  -0.456
27 O 3.995 0.267 0.701  -0.339
28 H 4.329 2.552 1.852  0.076
29 H 5.720 1.583 2.118  0.070
30 H 5.711 0.882 -0.315  0.076
31 H 4.335 1.861 -0.603  0.082

Computed properties:
HOMO, hartree: 0.036
Molecular weight, g/mol: 342.24
Multiplicity: 1
HOMO-LUMO gap, Eh: 0.066
Net charge: -2
Total energy, eV: -49969.879

---

ORCA calculation (ωB97M-V/def2-TZVPD) on a 2-piece molecular cluster, C8H8Si overall.

Last column: Löwdin spin population.
Positions of all 17 atoms, in Å:
1 C 2.176 1.251 0.020  0.000
2 C 2.242 0.252 0.995  0.000
3 C 1.062 1.367 -0.808  0.000
4 C 1.329 -0.777 0.858  0.000
5 C 0.119 0.374 -0.890  0.002
6 C 0.298 -0.790 -0.120  0.001
7 C -1.456 -2.678 -0.444  0.002
8 C -0.658 -1.809 -0.209  0.002
9 Si -4.158 0.954 0.647  1.602
10 H 2.909 2.136 0.035  0.000
11 H 2.995 0.164 1.672  0.000
12 H 0.860 2.171 -1.407  0.000
13 H 1.527 -1.589 1.508  0.000
14 H -0.734 0.561 -1.556  0.001
15 H -2.177 -3.387 -0.654  0.000
16 H -2.883 0.081 0.694  0.190
17 H -3.451 1.719 -0.340  0.199

Computed properties:
HOMO (spin up / spin down), hartree: -0.270 / -0.321
Molecular weight, g/mol: 132.24
Multiplicity: 3
HOMO-LUMO gap (spin up / spin down), Eh: 0.295 / 0.235
Net charge: 0
Total energy, eV: -16296.518

---

ORCA calculation (ωB97M-V/def2-TZVPD) on a 2-piece molecular cluster, C3HNO2S2 overall.

Last column: Löwdin charge in e.
Positions of all 9 atoms, in Å:
1 C 2.654 -0.927 0.835  -0.392
2 C 2.716 -0.071 -0.080  -0.793
3 C -0.368 -0.394 0.000  0.169
4 N -0.169 -1.023 0.983  -0.223
5 O 2.932 -1.846 3.350  -0.448
6 O 0.009 -1.614 1.983  -0.054
7 S 2.664 0.946 -1.307  0.693
8 S 2.409 -2.078 2.026  0.998
9 H 0.025 0.353 -0.676  0.050

Computed properties:
Relative energy (zero: lowest compared OMol25 entry of this formula, charge and spin), kJ/mol: 537.7
HOMO (spin up / spin down), hartree: -0.335 / -0.335
Molecular weight, g/mol: 147.18
Multiplicity: 1
HOMO-LUMO gap (spin up / spin down), Eh: 0.250 / 0.250
Net charge: 0
Total energy, eV: -30375.976

---

ORCA calculation (ωB97M-V/def2-TZVPD) on C4H3F3O2S in the gas phase.

Last column: Löwdin spin population.
Positions of all 13 atoms, in Å:
1 C -0.202 -0.922 -0.728  0.148
2 C 1.082 -1.072 -1.055  0.224
3 C -0.552 -0.365 0.649  0.205
4 C -1.147 0.994 0.578  0.023
5 O 2.460 0.928 -0.548  0.524
6 O 0.965 -0.059 1.315  0.118
7 F -1.226 1.518 1.808  0.010
8 F -0.549 1.803 -0.226  0.005
9 F -2.371 0.820 0.126  0.014
10 S 2.159 -0.241 0.208  0.679
11 H -1.144 -0.916 -1.385  0.023
12 H 1.625 -1.365 -1.877  0.009
13 H -1.101 -1.123 1.137  0.018

Computed properties:
HOMO (spin up / spin down), hartree: -0.194 / -0.399
Molecular weight, g/mol: 172.13
Multiplicity: 3
HOMO-LUMO gap (spin up / spin down), Eh: 0.214 / 0.274
Net charge: 0
Total energy, eV: -27272.521

---

ORCA calculation (ωB97M-V/def2-TZVPD) on C15H9Cl5N2O3V as an isolated structure.

Last column: Löwdin spin population.
Positions of all 35 atoms, in Å:
1 V 1.082 0.262 1.407  1.975
2 N 1.234 0.177 3.642  0.000
3 C 2.648 -0.003 4.032  0.002
4 C 3.392 -0.660 2.883  0.003
5 O 4.386 -1.296 2.940  -0.003
6 O 2.736 -0.389 1.703  -0.018
7 H 0.811 0.959 4.132  0.002
8 H 0.697 -0.645 3.911  0.003
9 H 2.770 -0.585 4.943  -0.001
10 H 3.096 0.979 4.191  0.000
11 Cl -6.243 -0.594 2.107  -0.002
12 C -4.590 -0.181 1.939  -0.005
13 C -3.630 -1.190 1.847  0.001
14 Cl -4.086 -2.839 1.900  0.002
15 C -2.292 -0.842 1.708  -0.003
16 Cl -1.060 -2.053 1.587  0.027
17 C -1.909 0.493 1.664  0.003
18 O -0.605 0.788 1.523  -0.027
19 C -2.860 1.500 1.760  -0.004
20 Cl -2.343 3.134 1.708  0.000
21 C -4.205 1.161 1.896  0.001
22 Cl -5.380 2.398 2.013  0.001
23 N 1.176 0.173 -0.658  0.007
24 C 1.203 0.109 -1.803  0.022
25 C 1.235 0.022 -3.230  0.001
26 C 0.199 0.598 -3.966  0.004
27 C 0.239 0.507 -5.345  -0.001
28 C 1.296 -0.150 -5.964  0.005
29 C 2.322 -0.720 -5.222  -0.001
30 C 2.301 -0.640 -3.841  0.004
31 H -0.614 1.106 -3.465  0.000
32 H -0.552 0.946 -5.937  0.000
33 H 1.320 -0.217 -7.044  0.000
34 H 3.137 -1.227 -5.718  0.000
35 H 3.090 -1.077 -3.245  0.000

Computed properties:
Relative energy (zero: lowest compared OMol25 entry of this formula, charge and spin), kJ/mol: 61.3
HOMO (spin up / spin down), hartree: -0.432 / -0.434
Molecular weight, g/mol: 493.46
Multiplicity: 3
HOMO-LUMO gap (spin up / spin down), Eh: 0.267 / 0.293
Net charge: +1
Total energy, eV: -113119.423

---

ORCA calculation (ωB97M-V/def2-TZVPD) on a 2-piece molecular cluster, C2H5NO4 overall.

Last column: Löwdin charge in e.
Positions of all 12 atoms, in Å:
1 O 1.069 -1.317 0.221  0.065
2 C 1.109 -0.428 -0.732  -0.302
3 N 1.336 0.828 -0.525  -0.045
4 O 1.692 1.216 0.714  -0.080
5 H 1.197 -1.002 1.122  0.115
6 H 0.683 -0.570 -1.682  0.113
7 H 1.554 2.159 1.015  0.140
8 O -1.130 0.198 1.132  0.118
9 C -1.726 -0.411 0.374  -0.442
10 O -1.880 -0.059 -0.917  0.073
11 H -2.533 -1.259 0.506  0.177
12 H -1.371 0.645 -1.228  0.067

Computed properties:
Relative energy (zero: lowest compared OMol25 entry of this formula, charge and spin), kJ/mol: 429.4
Structure (SMILES): O/C=N\O.O=CO
HOMO, hartree: -0.338
Molecular weight, g/mol: 107.06
Multiplicity: 1
HOMO-LUMO gap, Eh: 0.365
Net charge: 0
Total energy, eV: -11832.342

---

ORCA calculation (ωB97M-V/def2-TZVPD) on a 15-piece molecular cluster, H30O15 overall.

Last column: Löwdin charge in e.
Positions of all 45 atoms, in Å:
1 H 0.026 0.047 -1.137  0.051
2 H 1.201 0.212 -0.187  0.036
3 H 2.593 2.768 -2.707  0.066
4 H 3.348 2.542 -1.407  0.044
5 H 1.260 -3.295 -1.101  0.075
6 H 1.816 -2.059 -1.790  0.068
7 H 1.988 3.222 1.945  0.036
8 H 2.405 3.143 0.486  -0.010
9 H -3.761 0.257 -1.889  0.014
10 H -2.404 0.095 -1.223  0.021
11 H -1.678 -0.474 2.372  0.018
12 H -0.504 -0.027 3.228  0.063
13 H -3.968 -3.400 -1.932  0.042
14 H -3.403 -2.056 -2.359  0.025
15 H 0.884 2.935 -2.418  0.014
16 H 0.817 1.704 -1.530  -0.014
17 H 2.677 -0.839 2.120  0.015
18 H 2.734 -2.132 2.917  0.040
19 H -0.866 -1.412 0.950  -0.027
20 H -1.668 -2.530 1.595  0.039
21 H 4.058 -3.541 -0.006  0.050
22 H 3.004 -3.637 -1.097  0.050
23 H 4.328 0.217 -1.306  0.033
24 H 3.737 0.427 0.079  0.017
25 H -1.694 1.760 0.328  0.004
26 H -2.568 2.908 -0.150  0.048
27 H -3.596 1.497 3.352  0.055
28 H -2.413 1.900 2.488  0.022
29 H -4.640 -0.983 -0.720  0.048
30 H -3.993 -0.350 0.501  0.063
31 O 0.244 0.315 -0.238  -0.038
32 O 2.601 3.024 -1.778  -0.055
33 O 1.704 -2.459 -0.920  -0.102
34 O 2.012 3.740 1.133  -0.041
35 O -2.941 0.732 -1.708  -0.089
36 O -0.714 -0.460 2.393  -0.085
37 O -3.238 -2.794 -1.762  -0.048
38 O 0.370 2.133 -2.268  -0.074
39 O 3.278 -1.386 2.639  -0.051
40 O -1.521 -2.090 0.750  -0.077
41 O 3.233 -3.141 -0.303  -0.130
42 O 4.268 -0.192 -0.436  -0.029
43 O -1.922 2.675 0.526  -0.050
44 O -2.790 1.147 2.957  -0.056
45 O -4.304 -0.143 -0.387  -0.079

Computed properties:
Relative energy (zero: lowest compared OMol25 entry of this formula, charge and spin), kJ/mol: 733.0
HOMO, hartree: -0.341
Molecular weight, g/mol: 270.22
Multiplicity: 1
HOMO-LUMO gap, Eh: 0.331
Net charge: 0
Total energy, eV: -31194.069

---

ORCA calculation (ωB97M-V/def2-TZVPD) on C35H32Cl2F10GeN4O2Ru as an isolated structure.

Last column: Löwdin charge in e.
Positions of all 87 atoms, in Å:
1 Ru 0.025 -0.567 -1.108  1.412
2 C -0.593 -3.064 0.977  -0.041
3 N -0.930 -1.727 0.500  -0.246
4 C -0.684 -0.715 1.563  -0.169
5 C 0.799 -0.391 1.647  -0.183
6 N 1.233 0.075 0.330  -0.112
7 C 2.299 0.923 0.195  -0.182
8 C 3.291 1.184 1.148  -0.136
9 F 3.317 0.511 2.312  0.087
10 C 4.302 2.105 0.930  -0.137
11 F 5.218 2.311 1.878  0.130
12 C 4.388 2.792 -0.267  -0.137
13 F 5.367 3.672 -0.477  0.131
14 C 3.440 2.545 -1.247  -0.137
15 F 3.493 3.197 -2.408  0.136
16 C 2.435 1.635 -1.007  -0.149
17 F 1.503 1.452 -1.968  0.060
18 C -2.298 -1.683 -0.071  -0.164
19 C -2.274 -2.254 -1.480  -0.176
20 N -1.321 -1.469 -2.263  -0.101
21 C -1.330 -1.530 -3.631  -0.163
22 C -0.664 -0.521 -4.352  -0.141
23 F -0.046 0.458 -3.678  0.087
24 C -0.621 -0.486 -5.728  -0.133
25 F 0.019 0.498 -6.357  0.138
26 C -1.255 -1.477 -6.463  -0.131
27 F -1.222 -1.455 -7.794  0.136
28 C -1.910 -2.497 -5.795  -0.138
29 F -2.500 -3.473 -6.489  0.130
30 C -1.941 -2.523 -4.413  -0.125
31 F -2.558 -3.567 -3.835  0.098
32 H -1.186 -3.284 1.870  0.109
33 H 0.463 -3.122 1.229  0.071
34 H -0.809 -3.804 0.213  0.077
35 H -1.053 -1.063 2.537  0.131
36 H -1.228 0.187 1.288  0.083
37 H 1.380 -1.269 1.952  0.105
38 H 0.939 0.365 2.421  0.078
39 H -2.601 -0.637 -0.120  0.103
40 H -3.014 -2.231 0.555  0.137
41 H -3.280 -2.206 -1.906  0.136
42 H -1.973 -3.307 -1.477  0.113
43 C 4.044 -3.390 -2.575  -0.228
44 Ge 2.558 -3.144 -1.313  0.757
45 C 3.305 -2.776 0.467  -0.204
46 C 1.555 -4.835 -1.282  -0.216
47 C 1.501 -1.668 -2.059  -0.375
48 H 4.729 -4.164 -2.227  0.016
49 H 4.605 -2.463 -2.692  0.017
50 H 3.663 -3.684 -3.554  0.019
51 H 4.341 -3.113 0.505  0.022
52 H 2.754 -3.304 1.246  0.010
53 H 3.288 -1.711 0.690  -0.009
54 H 2.253 -5.668 -1.363  0.020
55 H 0.862 -4.893 -2.123  0.018
56 H 0.998 -4.959 -0.359  -0.011
57 H 1.088 -2.067 -2.992  -0.004
58 H 2.218 -0.886 -2.342  0.004
59 Cl -3.610 1.744 2.127  0.805
60 C -2.702 1.218 3.506  -0.582
61 C -3.289 0.316 4.376  -0.112
62 C -2.558 -0.238 5.414  -0.091
63 C -1.230 0.121 5.578  -0.115
64 C -0.664 1.051 4.726  -0.581
65 Cl 1.007 1.485 4.957  0.733
66 C -1.376 1.645 3.670  -0.339
67 N -0.761 2.510 2.794  0.067
68 C -1.367 3.710 2.308  -0.249
69 C -2.116 4.501 3.170  -0.044
70 C -2.694 5.672 2.714  -0.082
71 C -2.505 6.061 1.395  -0.075
72 C -1.762 5.266 0.541  -0.025
73 C -1.186 4.075 0.975  -0.166
74 C -0.511 3.162 -0.006  -0.044
75 C -1.564 2.327 -0.784  -0.639
76 O -2.505 2.892 -1.303  0.058
77 O -1.346 1.058 -0.829  -0.197
78 H -4.320 0.034 4.213  0.104
79 H -3.018 -0.948 6.086  0.105
80 H -0.629 -0.303 6.370  0.105
81 H 0.239 2.578 2.919  0.092
82 H -2.247 4.183 4.198  0.119
83 H -3.280 6.284 3.388  0.102
84 H -2.949 6.978 1.032  0.102
85 H -1.644 5.547 -0.497  0.120
86 H 0.172 2.471 0.482  0.082
87 H 0.035 3.737 -0.758  0.128

Computed properties:
Relative energy (zero: lowest compared OMol25 entry of this formula, charge and spin), kJ/mol: 82.4
HOMO (spin up / spin down), hartree: -0.299 / -0.292
Molecular weight, g/mol: 975.23
Multiplicity: 1
HOMO-LUMO gap (spin up / spin down), Eh: 0.237 / 0.214
Net charge: 0
Total energy, eV: -158184.521

---

> What is the net charge in the fifth record?

+1

---

Copy entry 5 word for word.
ORCA calculation (ωB97M-V/def2-TZVPD) on C15H9Cl5N2O3V as an isolated structure.

Last column: Löwdin spin population.
Positions of all 35 atoms, in Å:
1 V 1.082 0.262 1.407  1.975
2 N 1.234 0.177 3.642  0.000
3 C 2.648 -0.003 4.032  0.002
4 C 3.392 -0.660 2.883  0.003
5 O 4.386 -1.296 2.940  -0.003
6 O 2.736 -0.389 1.703  -0.018
7 H 0.811 0.959 4.132  0.002
8 H 0.697 -0.645 3.911  0.003
9 H 2.770 -0.585 4.943  -0.001
10 H 3.096 0.979 4.191  0.000
11 Cl -6.243 -0.594 2.107  -0.002
12 C -4.590 -0.181 1.939  -0.005
13 C -3.630 -1.190 1.847  0.001
14 Cl -4.086 -2.839 1.900  0.002
15 C -2.292 -0.842 1.708  -0.003
16 Cl -1.060 -2.053 1.587  0.027
17 C -1.909 0.493 1.664  0.003
18 O -0.605 0.788 1.523  -0.027
19 C -2.860 1.500 1.760  -0.004
20 Cl -2.343 3.134 1.708  0.000
21 C -4.205 1.161 1.896  0.001
22 Cl -5.380 2.398 2.013  0.001
23 N 1.176 0.173 -0.658  0.007
24 C 1.203 0.109 -1.803  0.022
25 C 1.235 0.022 -3.230  0.001
26 C 0.199 0.598 -3.966  0.004
27 C 0.239 0.507 -5.345  -0.001
28 C 1.296 -0.150 -5.964  0.005
29 C 2.322 -0.720 -5.222  -0.001
30 C 2.301 -0.640 -3.841  0.004
31 H -0.614 1.106 -3.465  0.000
32 H -0.552 0.946 -5.937  0.000
33 H 1.320 -0.217 -7.044  0.000
34 H 3.137 -1.227 -5.718  0.000
35 H 3.090 -1.077 -3.245  0.000

Computed properties:
Relative energy (zero: lowest compared OMol25 entry of this formula, charge and spin), kJ/mol: 61.3
HOMO (spin up / spin down), hartree: -0.432 / -0.434
Molecular weight, g/mol: 493.46
Multiplicity: 3
HOMO-LUMO gap (spin up / spin down), Eh: 0.267 / 0.293
Net charge: +1
Total energy, eV: -113119.423

---

> Among the records above, which one has the lowest total energy?

C35H32Cl2F10GeN4O2Ru

---

> Which of these has the lowest total energy?

C35H32Cl2F10GeN4O2Ru